Entry 1:
{
  "formula": "CH3OP",
  "method": "wB97M-V/def2-TZVPD",
  "species": ["O", "P", "H", "H", "C", "H"],
  "xyz": [[-0.3503, 0.0486, 0.1611], [-1.1937, -2.0659, 1.9057], [0.9493, 1.1384, -1.1674], [0.8690, 1.4128, 0.7586], [0.5061, 0.8323, -0.1196], [0.1305, -1.4193, 2.2351]],
  "atomic_forces_ev_per_a": [[-0.24, -0.53, -1.39], [1.35, 0.58, 0.43], [-0.95, -0.99, 1.44], [0.59, 0.22, -0.57], [0.61, 1.48, 0.33], [-1.35, -0.75, -0.24]],
  "homo_ev": [-8.25, -8.25],
  "lumo_energy_ha": [-0.033, -0.033],
  "orbital_gap_ev": [7.34, 7.35],
  "multiplicity": 1,
  "total_energy_ev": -12417.60223
}

Entry 2:
{
  "formula": "CH3OPS",
  "method": "wB97M-V/def2-TZVPD",
  "species": ["P", "H", "H", "H", "O", "C", "S"],
  "xyz": [[0.4440, 0.7778, 0.1822], [2.3992, 0.5112, 0.7037], [-0.2870, 1.4548, -1.0891], [-0.6079, -0.8203, -1.4793], [-1.0215, -1.5751, 0.3471], [-0.5585, -0.6980, -0.3665], [2.1559, -0.3716, -0.2987]],
  "atomic_forces_ev_per_a": [[-2.94, 0.54, -1.97], [1.44, -0.78, -0.13], [1.82, -0.63, 1.49], [0.03, 0.10, 0.29], [0.63, 1.60, -0.99], [-1.18, -2.12, 1.10], [0.20, 1.29, 0.20]],
  "homo_ev": -9.54,
  "lumo_energy_ha": -0.007,
  "orbital_gap_ev": 9.35,
  "multiplicity": 1,
  "total_energy_ev": -23255.08722,
  "smiles": "O=CPS"
}

Entry 3:
{
  "formula": "CH3OS",
  "method": "wB97M-V/def2-TZVPD",
  "species": ["H", "C", "H", "O", "H", "S"],
  "xyz": [[-0.3254, -1.3374, 1.4382], [0.0306, 0.5593, -1.0038], [-1.0723, 0.4646, -1.0560], [0.6391, 1.3173, -1.7191], [0.5187, -0.0857, -0.2536], [0.2093, -0.9182, 2.5943]],
  "atomic_forces_ev_per_a": [[-0.09, -0.10, -0.03], [0.20, -0.14, 0.12], [0.02, 0.11, -0.04], [-0.20, -0.07, 0.02], [0.03, 0.12, 0.01], [0.03, 0.09, -0.07]],
  "homo_ev": -2.68,
  "lumo_energy_ha": 0.145,
  "orbital_gap_ev": 6.63,
  "multiplicity": 1,
  "charge": -1,
  "total_energy_ev": -13968.53949
}

Entry 4:
{
  "formula": "CH3OS2",
  "method": "wB97M-V/def2-TZVPD",
  "species": ["S", "H", "H", "S", "O", "C", "H"],
  "xyz": [[0.2279, 1.1464, 1.4290], [0.7207, -0.2441, -2.0473], [-0.7122, -0.9455, -1.2936], [-0.4391, -0.2549, 2.7007], [-0.9004, 1.9388, 0.7940], [0.3729, -0.8617, -1.2596], [0.7302, -0.7789, -0.3231]],
  "atomic_forces_ev_per_a": [[-0.81, -0.06, 0.23], [0.78, 0.32, -0.58], [0.13, -0.38, 0.01], [0.30, 0.34, -0.36], [0.46, -0.16, 0.17], [-2.49, -0.05, -2.37], [1.62, -0.01, 2.90]],
  "homo_ev": [-3.93, -2.41],
  "lumo_energy_ha": [0.143, 0.122],
  "orbital_gap_ev": [7.82, 5.74],
  "multiplicity": 1,
  "charge": -1,
  "total_energy_ev": -24802.43582
}

Entry 5:
{
  "formula": "CH3OS2",
  "method": "wB97M-V/def2-TZVPD",
  "species": ["S", "H", "C", "H", "S", "H", "O"],
  "xyz": [[1.0531, -2.2014, 0.2321], [-1.4584, -0.4730, 0.5584], [-0.6271, -0.0255, -0.0342], [-0.6000, -0.2506, -1.1342], [-0.2115, 1.4765, 0.5573], [1.5227, -0.9258, 0.2933], [0.3212, 2.3999, -0.4726]],
  "atomic_forces_ev_per_a": [[0.06, 0.76, 0.01], [1.26, -0.07, -0.35], [-1.38, 0.91, -0.40], [0.11, 0.30, 1.36], [-0.86, -1.55, -0.21], [0.13, -0.73, 0.01], [0.67, 0.40, -0.42]],
  "homo_ev": [-2.92, -2.92],
  "lumo_energy_ha": [0.131, 0.131],
  "orbital_gap_ev": [6.48, 6.48],
  "multiplicity": 1,
  "charge": -1,
  "total_energy_ev": -24802.95771
}

Entry 6:
{
  "formula": "CH3P3",
  "method": "wB97M-V/def2-TZVPD",
  "species": ["P", "H", "H", "C", "P", "P", "H"],
  "xyz": [[2.0135, -1.0404, -0.0428], [-1.1439, 1.8870, 0.1026], [-1.0202, -1.5670, 0.8607], [-0.3277, 1.2011, 0.2597], [-0.1755, -0.5738, 0.0874], [1.4743, 1.1741, -0.1753], [-0.8205, -1.0810, -1.0923]],
  "atomic_forces_ev_per_a": [[-2.56, 2.70, 0.20], [0.13, 0.06, -0.05], [0.90, 1.38, -0.13], [3.91, -2.97, -0.73], [-1.58, -1.97, 0.07], [-1.31, 0.18, 0.51], [0.50, 0.61, 0.14]],
  "homo_ev": -7.89,
  "lumo_energy_ha": -0.021,
  "orbital_gap_ev": 7.31,
  "multiplicity": 1,
  "total_energy_ev": -28948.40895,
  "smiles": "C1=P2=P[PH2]12"
}

Entry 7:
{
  "formula": "CH3PS4",
  "method": "wB97M-V/def2-TZVPD",
  "species": ["H", "H", "H", "P", "S", "S", "S", "C", "S"],
  "xyz": [[0.8509, -1.2700, 0.3249], [-1.4589, 0.7526, -3.6523], [1.7482, -0.0316, 1.4607], [-0.5376, 0.7415, 0.6640], [-1.7302, -1.6758, 1.9333], [-1.8867, 1.2090, -2.3531], [0.1936, -1.5953, 2.5798], [0.8166, -0.6058, 1.1616], [-0.2240, 0.4427, -1.3816]],
  "atomic_forces_ev_per_a": [[0.74, -0.33, -0.56], [-0.51, 0.61, 1.95], [-0.87, -1.13, -0.61], [0.51, -0.87, 0.47], [0.92, -0.16, 0.35], [0.21, -0.33, -1.71], [-1.15, 0.73, -0.72], [-0.35, 1.96, 0.68], [0.50, -0.48, 0.15]],
  "homo_ev": [-8.66, -7.36],
  "lumo_energy_ha": [-0.042, -0.073],
  "orbital_gap_ev": [7.51, 5.37],
  "multiplicity": 1,
  "total_energy_ev": -53713.54044
}

Entry 8:
{
  "formula": "CH4",
  "method": "wB97M-V/def2-TZVPD",
  "species": ["H", "H", "H", "H", "C"],
  "xyz": [[-0.2149, -0.0460, 1.1417], [-0.3292, -0.8305, -0.5264], [-0.6046, 0.9391, -0.3974], [1.2192, -0.0793, -0.2218], [-0.0705, 0.0167, 0.0039]],
  "atomic_forces_ev_per_a": [[0.16, -0.14, -1.88], [-1.30, -1.82, -0.71], [1.21, -1.17, 0.41], [-3.81, 1.13, 0.78], [3.75, 1.99, 1.40]],
  "homo_ev": -12.04,
  "lumo_energy_ha": 0.045,
  "orbital_gap_ev": 13.26,
  "multiplicity": 1,
  "total_energy_ev": -1100.95471,
  "smiles": "C"
}

Entry 9:
{
  "formula": "CH4BBrO2",
  "method": "wB97M-V/def2-TZVPD",
  "species": ["Br", "C", "H", "H", "O", "H", "O", "H", "B"],
  "xyz": [[-1.7606, 2.2513, 1.2121], [0.6546, 1.0078, 0.4377], [1.1152, 1.8696, -0.0839], [0.8635, 0.8158, 1.4662], [-0.3562, -0.0984, -1.3722], [-1.1371, -1.8433, 0.2796], [-0.5336, -1.3354, 0.6847], [-0.8640, -0.7654, -1.9288], [-0.1093, -0.2609, -0.0965]],
  "atomic_forces_ev_per_a": [[2.13, -1.15, -0.76], [-1.89, 0.65, 1.44], [-0.50, -0.90, 0.34], [0.73, 0.75, 0.83], [-1.51, -1.39, -4.15], [-3.36, -2.98, -2.22], [4.17, 4.07, 1.92], [0.98, 1.21, 1.36], [-0.74, -0.27, 1.24]],
  "homo_ev": -9.59,
  "lumo_energy_ha": -0.080,
  "orbital_gap_ev": 7.41,
  "multiplicity": 1,
  "total_energy_ev": -75916.04241
}

Entry 10:
{
  "formula": "CH4BNO4",
  "method": "wB97M-V/def2-TZVPD",
  "species": ["H", "C", "H", "O", "O", "H", "N", "O", "H", "O", "B"],
  "xyz": [[0.7680, -1.1937, 1.1098], [-0.2901, -2.0821, -0.8858], [2.1095, 1.2198, 0.1905], [-1.0501, 1.1178, 0.0762], [0.3147, -2.9311, -0.3918], [-1.0785, -0.6608, -2.1455], [-1.0077, -1.4148, -1.5518], [0.2030, -0.4257, 1.0787], [-1.7262, 0.6752, 0.5004], [1.3018, 1.2002, -0.3925], [0.2263, 0.6259, 0.2292]],
  "atomic_forces_ev_per_a": [[0.62, 0.18, -0.10], [-0.74, 0.03, -2.09], [-1.27, -0.27, -1.10], [2.52, 2.69, -2.28], [1.15, -0.92, 1.60], [0.08, 1.64, -0.95], [-0.62, -1.07, 1.07], [0.22, -1.06, 1.20], [-1.78, -1.67, 1.37], [1.10, 0.23, 0.98], [-1.27, 0.22, 0.31]],
  "homo_ev": -11.12,
  "lumo_energy_ha": 0.011,
  "orbital_gap_ev": 11.43,
  "multiplicity": 1,
  "total_energy_ev": -11461.82522,
  "smiles": "OB(O)O.N=C=O"
}

Entry 11:
{
  "formula": "CH4Br2N2",
  "method": "wB97M-V/def2-TZVPD",
  "species": ["H", "Br", "Br", "C", "N", "H", "H", "N", "H"],
  "xyz": [[-1.7452, -0.6142, 0.7106], [0.8350, 1.7256, -0.0098], [2.5942, -0.6882, -0.0591], [1.2356, 0.0579, 0.8915], [-1.1927, -0.1919, -0.9496], [-1.6052, 0.7277, -0.7179], [-0.6933, -0.3331, -1.8068], [-1.1342, -1.0234, 0.0514], [1.7060, 0.3395, 1.8896]],
  "atomic_forces_ev_per_a": [[-0.64, 0.30, 1.46], [-0.36, 0.33, 0.49], [1.29, -1.71, -1.02], [0.14, 1.95, 1.51], [-1.60, 1.33, 0.56], [0.62, -0.68, -1.09], [0.29, -0.15, 0.03], [1.63, -0.85, -0.99], [-1.37, -0.51, -0.94]],
  "homo_ev": [-7.65, -8.60],
  "lumo_energy_ha": [-0.034, 0.021],
  "orbital_gap_ev": [6.74, 9.16],
  "multiplicity": 1,
  "total_energy_ev": -144162.49984
}

Entry 12:
{
  "formula": "CH4Br2N3O",
  "method": "wB97M-V/def2-TZVPD",
  "species": ["O", "H", "Br", "N", "H", "C", "H", "H", "N", "Br", "N"],
  "xyz": [[0.5405, 1.4016, -0.3722], [-1.6666, 1.2019, -0.2046], [3.4971, 0.9502, 0.0169], [2.1155, -0.2164, -0.1134], [-2.2535, -0.3159, -0.0716], [0.8213, 0.2558, -0.2995], [-2.7354, 0.6133, 1.2226], [2.1972, -1.2320, 0.1656], [-2.3702, 0.6058, 0.2541], [-0.0596, -2.4676, -0.0521], [-0.0863, -0.7966, -0.5457]],
  "atomic_forces_ev_per_a": [[-0.49, 0.88, -0.15], [-0.82, 0.20, 1.17], [-0.62, -0.76, -0.10], [0.48, -1.16, 0.72], [-0.41, -1.09, -0.63], [0.45, -1.25, 0.37], [0.89, 0.81, -1.04], [0.55, 1.50, -0.41], [0.45, -0.05, 0.35], [0.48, -0.43, 0.50], [-0.96, 1.35, -0.78]],
  "homo_ev": [-13.58, -13.46],
  "lumo_energy_ha": [-0.297, -0.343],
  "orbital_gap_ev": [5.50, 4.11],
  "multiplicity": 1,
  "charge": 1,
  "total_energy_ev": -147691.40510
}

Entry 13:
{
  "formula": "CH4Br2Si",
  "method": "wB97M-V/def2-TZVPD",
  "species": ["H", "Br", "Br", "Si", "H", "H", "C", "H"],
  "xyz": [[0.0736, 1.6536, 1.0208], [2.0254, 0.0836, -0.8230], [0.7968, -1.8787, 1.3268], [-0.6717, 0.7250, 0.2120], [-0.9185, 1.1264, -1.1747], [-1.8258, 0.3454, 0.9473], [0.4445, -0.7419, -0.2618], [0.0757, -1.3134, -1.2473]],
  "atomic_forces_ev_per_a": [[0.42, 0.46, 0.22], [1.51, 0.57, -0.56], [-0.29, 0.09, -0.79], [0.68, -0.71, -1.00], [-0.38, 0.60, -0.05], [-1.05, -0.41, 0.40], [-1.49, -1.40, -0.98], [0.61, 0.79, 2.76]],
  "homo_ev": -9.96,
  "lumo_energy_ha": 0.016,
  "orbital_gap_ev": 10.40,
  "multiplicity": 1,
  "total_energy_ev": -149063.33940
}

Entry 14:
{
  "formula": "CH4Br2Si",
  "method": "wB97M-V/def2-TZVPD",
  "species": ["Br", "H", "H", "H", "C", "H", "Si", "Br"],
  "xyz": [[1.6424, -2.0959, 2.4586], [-1.3417, -1.5415, 2.2713], [-0.3556, 1.2358, -0.4799], [1.3807, 0.6860, -0.4390], [0.3451, 0.4231, -0.5011], [0.1032, -0.3741, -1.1806], [-0.1176, -0.8228, 1.9936], [-0.0194, 0.9738, 3.3075]],
  "atomic_forces_ev_per_a": [[0.02, -0.13, 0.02], [-0.66, -0.46, 0.45], [-0.29, 0.21, 0.35], [0.44, 0.01, 0.33], [0.28, 0.97, -1.90], [-0.12, -0.49, 0.14], [0.42, -0.08, 0.71], [-0.09, -0.02, -0.10]],
  "homo_ev": [-6.87, -10.64],
  "lumo_energy_ha": [0.026, -0.089],
  "orbital_gap_ev": [7.57, 8.23],
  "multiplicity": 3,
  "total_energy_ev": -149062.49485
}

Entry 15:
{
  "formula": "CH4BrN2",
  "method": "wB97M-V/def2-TZVPD",
  "species": ["H", "H", "C", "H", "Br", "H", "N", "N"],
  "xyz": [[-0.4755, 0.5957, -1.3615], [-0.4620, -0.8491, -0.4653], [0.4100, 0.6953, 0.5285], [-0.0844, -1.3901, 1.7345], [1.0274, 0.8423, 3.1500], [0.6631, 1.6820, 0.3870], [-0.1117, 0.0918, -0.4965], [0.2471, 0.1669, 1.6785]],
  "atomic_forces_ev_per_a": [[1.27, -0.62, 1.68], [0.02, -0.28, 0.36], [-2.48, -1.58, -1.14], [1.00, 5.05, -0.22], [0.44, 0.27, 0.95], [1.09, 2.20, 0.12], [-1.06, 0.43, -3.74], [-0.27, -5.47, 1.99]],
  "homo_ev": -14.80,
  "lumo_energy_ha": -0.233,
  "orbital_gap_ev": 8.46,
  "multiplicity": 1,
  "charge": 1,
  "total_energy_ev": -74113.82651
}

Entry 16:
{
  "formula": "CH4BrN2O",
  "method": "wB97M-V/def2-TZVPD",
  "species": ["N", "H", "H", "H", "H", "O", "N", "C", "Br"],
  "xyz": [[1.6333, -0.8499, 0.0004], [1.9607, -1.6471, 0.5617], [-1.0218, 1.2465, 1.2278], [2.5160, -0.4742, -0.3905], [-0.3950, 0.6188, -1.4202], [-1.2914, 1.1060, 0.3436], [-0.2640, 0.4987, -0.4357], [0.4845, -0.3679, 0.1401], [-3.6223, -0.1308, -0.0272]],
  "atomic_forces_ev_per_a": [[3.56, -1.61, 0.22], [-0.96, 0.05, -0.01], [1.20, 0.10, 1.84], [-1.14, 0.65, -0.54], [-0.25, 0.38, -0.70], [-0.29, -0.56, -3.50], [-0.36, 0.29, 2.43], [-1.51, 0.87, 0.31], [-0.24, -0.17, -0.05]],
  "homo_ev": [-14.24, -13.82],
  "lumo_energy_ha": [-0.261, -0.228],
  "orbital_gap_ev": [7.13, 7.63],
  "multiplicity": 1,
  "charge": 1,
  "total_energy_ev": -76159.36949
}

Entry 17:
{
  "formula": "CH4BrNS",
  "method": "wB97M-V/def2-TZVPD",
  "species": ["H", "H", "C", "S", "H", "H", "Br", "N"],
  "xyz": [[1.3336, 0.7456, 0.8125], [-2.3876, -0.8425, -0.0687], [1.5985, 0.9704, -0.1779], [-1.3457, -2.6102, 0.7703], [2.3028, 0.6394, -0.8767], [-0.8212, -0.3228, 0.2039], [0.6941, 2.5414, -0.6563], [-1.3745, -1.1214, -0.0072]],
  "atomic_forces_ev_per_a": [[0.40, -0.92, 0.91], [1.63, -0.09, -0.42], [-1.38, 1.76, -0.29], [0.72, 0.88, -0.31], [0.85, -0.71, -0.39], [1.03, 0.19, 0.40], [0.13, -0.14, -0.18], [-3.38, -0.96, 0.29]],
  "homo_ev": [-8.78, -8.86],
  "lumo_energy_ha": [0.026, -0.037],
  "orbital_gap_ev": [9.48, 7.85],
  "multiplicity": 3,
  "total_energy_ev": -83466.33399
}

Entry 18:
{
  "formula": "CH4BrNS",
  "method": "wB97M-V/def2-TZVPD",
  "species": ["N", "S", "H", "Br", "H", "H", "C", "H"],
  "xyz": [[-1.1245, 1.3365, -0.0580], [-1.5045, -0.2238, 0.1036], [-0.8125, 1.6838, 0.9077], [1.8853, 0.2254, 0.2379], [0.3561, -1.8603, 0.7259], [-0.3954, 1.5815, -0.7837], [0.7311, -1.1832, -0.0411], [0.8646, -1.5598, -1.0924]],
  "atomic_forces_ev_per_a": [[2.33, 1.98, 1.12], [-2.71, -0.78, 0.21], [-0.92, 0.08, -2.10], [0.66, 0.21, 0.66], [0.45, 0.53, 0.05], [-1.02, -0.47, 1.16], [1.52, -1.71, -2.55], [-0.31, 0.16, 1.46]],
  "homo_ev": [-6.38, -8.83],
  "lumo_energy_ha": [0.020, -0.066],
  "orbital_gap_ev": [6.91, 7.04],
  "multiplicity": 3,
  "total_energy_ev": -83465.39566
}

Entry 19:
{
  "formula": "CH4BrOP",
  "method": "wB97M-V/def2-TZVPD",
  "species": ["Br", "P", "O", "H", "H", "C", "H", "H"],
  "xyz": [[-2.3555, 0.3793, -0.3550], [0.9575, 1.4784, -0.0795], [0.0598, -1.0243, -0.2585], [-0.2700, -1.9890, -0.3760], [1.9172, 0.6213, 0.5317], [-0.6644, -0.0609, 0.3204], [1.0785, 0.6700, -1.2363], [-0.7231, -0.0749, 1.4532]],
  "atomic_forces_ev_per_a": [[-0.74, 0.09, -0.55], [-1.93, -1.65, 0.27], [0.00, -3.95, -1.29], [-0.03, 2.46, 0.75], [-0.21, 0.16, 0.20], [2.92, 2.64, 2.23], [0.12, 0.56, -0.22], [-0.12, -0.32, -1.39]],
  "homo_ev": -8.92,
  "lumo_energy_ha": 0.019,
  "orbital_gap_ev": 9.43,
  "multiplicity": 1,
  "total_energy_ev": -82478.27854,
  "smiles": "O[C@@H](P)Br"
}

Entry 20:
{
  "formula": "CH4BrP",
  "method": "wB97M-V/def2-TZVPD",
  "species": ["H", "Br", "C", "P", "H", "H", "H"],
  "xyz": [[1.0170, -1.6685, -0.5049], [-0.7394, 2.9496, 0.9472], [0.4337, -0.7666, -0.4614], [-0.7559, -0.7649, 1.0221], [1.0441, 0.1710, -0.3930], [-0.3270, -0.6171, -1.3306], [-0.6727, 0.6965, 0.7206]],
  "atomic_forces_ev_per_a": [[0.19, -0.25, -0.43], [0.02, -0.17, -0.01], [-1.74, 1.20, -0.26], [0.99, 1.38, -1.03], [-0.29, -1.11, -0.21], [1.64, -0.51, 1.08], [-0.81, -0.53, 0.86]],
  "homo_ev": [-10.37, -8.68],
  "lumo_energy_ha": [-0.043, -0.126],
  "orbital_gap_ev": [9.19, 5.25],
  "multiplicity": 1,
  "total_energy_ev": -80429.97153
}

Calculated largest force on an atom, 2.0 3.6 0.3 3.4 1.8 5.0 2.1 4.5 6.1 4.3 2.5 1.8 2.9 2.1 5.8 3.9 3.5 3.4 4.5 2.1 eV Å⁻¹ (same order as the records).
Calculated relative energy (zero: lowest compared OMol25 entry of this formula, charge and spin), 3.754 1.756 0.097 1.598 1.076 1.155 2.369 0.862 2.100 0.865 3.033 3.264 2.882 0.000 4.088 3.518 0.000 0.938 1.707 3.315 eV (same order as the records).